No. 1
ORCA calculation (wB97M-V/def2-TZVPD) on C8H16O2 in the gas phase in a non-equilibrium geometry.

```
26
Properties=species:S:1:pos:R:3:forces:R:3
O 2.257688 -2.687208 0.564464 -0.7 1.0 1.9
C 2.180606 -1.244111 0.839097 0.7 1.3 0.1
C 2.235104 -0.343619 -0.531250 1.6 -0.1 0.3
C 1.993233 1.216058 -0.099749 0.5 0.0 0.4
C 0.438240 1.720935 -0.102798 0.4 0.2 -0.8
C -0.681957 0.571016 -0.421623 -1.6 1.1 0.1
C -1.434623 -0.218408 0.808285 -1.4 -1.3 -1.4
C -2.674929 -0.859090 -0.112256 0.9 1.4 -0.2
C -3.068709 0.583981 -0.859102 -0.6 -0.5 -2.1
O -1.816475 1.407554 -0.936693 -1.0 -1.8 1.5
H 2.115037 -3.144797 1.448871 0.3 0.9 -1.7
H 3.132046 -0.926049 1.486409 -2.0 -0.6 -1.4
H 1.247865 -0.903574 1.458320 1.5 -1.0 -1.2
H 1.572123 -0.733959 -1.411925 1.1 0.8 1.9
H 3.361675 -0.409795 -0.921787 -2.5 0.0 0.8
H 2.442438 1.348315 0.997640 -0.9 -0.3 -2.3
H 2.648773 1.924389 -0.786672 -1.5 -1.5 1.4
H 0.216646 2.292095 0.900142 0.1 -1.3 -2.0
H 0.349327 2.530034 -0.976032 -0.1 -1.9 1.9
H -0.527264 -0.150134 -1.358651 0.6 1.3 2.4
H -1.991462 0.512790 1.544044 1.7 -1.3 -1.2
H -0.919387 -1.154000 1.289341 -0.6 2.2 -0.7
H -2.142671 -1.602774 -0.878498 -1.6 1.5 1.6
H -3.550725 -1.388135 0.501649 2.0 1.3 -1.5
H -3.356865 0.519405 -2.013432 0.4 -0.5 2.4
H -4.025736 1.139082 -0.427795 2.5 -0.9 -0.2
```
Positions in Å, forces in eV/Å.

- HOMO level (eV) = -9.37
- total charge = 0
- frontier orbital gap (Eh) = 0.3738
- ΔE to the lowest compared entry with this formula, charge and spin (kJ/mol) = 547.7
- LUMO level (eV) = 0.799
- energy (a.u.) = -464.721103
- multiplicity = 1


No. 2
ORCA calculation (wB97M-V/def2-TZVPD) on C8H16O2Si in the gas phase in a non-equilibrium geometry.

```
27
Properties=species:S:1:pos:R:3:forces:R:3
O -1.661311 0.753694 3.604234 0.7 -0.3 -1.5
O 0.624354 0.294708 0.122164 -0.8 0.3 0.4
C -1.373746 0.656237 -1.212047 1.2 -0.4 0.7
C -0.709318 0.573813 -0.038138 -0.6 0.7 -1.0
C -0.997347 0.763344 2.379996 -0.4 0.6 0.4
C -1.513796 0.834822 1.141575 0.1 -0.8 1.8
C -3.017776 0.399561 3.429184 -0.4 -0.1 -0.1
C 0.539888 -1.937912 -1.598527 0.5 0.4 -0.2
C 3.263162 -0.773730 -0.457969 0.0 -0.3 0.0
C 1.799201 0.884361 -2.393035 -0.3 -0.2 0.0
Si 1.550766 -0.417503 -1.078473 -0.4 0.1 -0.6
H -0.879700 0.483232 -2.128235 0.4 -0.2 -0.9
H -2.417038 0.849031 -1.268938 -0.6 0.2 0.2
H 0.070127 0.789068 2.475880 0.3 -0.2 0.4
H -2.585315 0.883162 0.995752 0.1 0.0 -0.2
H -3.484527 0.142995 4.378638 0.3 0.3 0.2
H -3.097521 -0.480777 2.783460 0.0 0.1 0.0
H -3.536369 1.236092 2.962496 -0.3 0.0 0.0
H -0.481044 -1.925835 -1.219887 0.1 0.1 0.1
H 0.483806 -2.025095 -2.684328 0.0 0.0 -0.1
H 1.034069 -2.823646 -1.231025 0.1 -0.4 0.1
H 3.567502 -1.759301 -0.806516 0.0 -0.3 0.2
H 4.027023 -0.101106 -0.848453 -0.2 0.2 0.0
H 3.295691 -0.735376 0.623513 0.1 -0.2 0.3
H 2.715280 1.440863 -2.170510 -0.2 0.0 -0.2
H 0.942255 1.554470 -2.372008 0.1 0.2 -0.1
H 1.841685 0.440828 -3.388802 0.2 0.1 -0.1
```
Positions in Å, forces in eV/Å.

- HOMO level (eV) = -8.05
- total charge = 0
- frontier orbital gap (Eh) = 0.3263
- ΔE to the lowest compared entry with this formula, charge and spin (kJ/mol) = 67.4
- LUMO level (eV) = 0.826
- energy (a.u.) = -754.397019
- multiplicity = 1


No. 3
ORCA calculation (wB97M-V/def2-TZVPD) on C8H16O2Si in the gas phase in a non-equilibrium geometry.

```
27
Properties=species:S:1:pos:R:3:forces:R:3
O 2.693223 -0.023242 -2.072833 -1.4 0.1 -0.6
O -1.125658 0.063007 -0.622359 -0.3 -2.2 -0.9
C -1.365046 -2.433219 -0.731080 0.9 1.1 -0.8
C -0.701258 -1.253815 -1.006536 -2.4 -0.4 1.0
C 1.294946 -0.105269 -1.908112 1.1 0.3 -0.3
C 0.598945 -1.193115 -1.528016 3.8 -1.2 -1.2
C 3.235436 1.295321 -2.391524 0.2 0.3 2.2
C -2.535932 -0.601652 1.934139 1.5 0.7 -0.5
C -1.296121 2.008093 1.506485 -0.2 1.1 -0.4
C 0.723662 0.023155 1.630103 -0.8 -3.1 -0.9
Si -1.005699 0.261288 0.996010 -1.3 1.7 2.7
H -2.320723 -2.514471 -0.237195 -0.1 0.4 0.0
H -0.975601 -3.414535 -1.087625 0.0 1.1 0.3
H 0.781293 0.792199 -2.196989 -0.2 0.6 0.4
H 1.160581 -2.150557 -1.517123 -0.3 0.7 0.1
H 4.174438 1.269859 -2.944400 -0.5 -0.8 -0.6
H 2.509767 1.998202 -2.828015 0.2 -0.5 0.0
H 3.626172 1.723608 -1.417171 -0.9 -0.2 -0.8
H -2.645844 -0.340163 2.999174 0.6 -0.4 -0.3
H -3.431242 -0.159351 1.505906 -0.1 -0.2 -0.5
H -2.471162 -1.666712 1.756073 -0.5 -0.3 0.3
H -0.455157 2.739570 1.396750 -0.7 -0.7 0.0
H -1.480310 1.825831 2.567000 0.2 0.3 0.3
H -2.228130 2.441031 1.131635 0.1 0.2 -0.1
H 1.541467 0.547348 1.207664 0.4 0.9 -0.6
H 0.786920 -1.012722 1.183064 0.8 0.4 0.6
H 0.911030 -0.119689 2.674974 -0.3 0.1 0.7
```
Positions in Å, forces in eV/Å.

- HOMO level (eV) = -8.22
- total charge = 0
- frontier orbital gap (Eh) = 0.3295
- ΔE to the lowest compared entry with this formula, charge and spin (kJ/mol) = 195.3
- LUMO level (eV) = 0.740
- energy (a.u.) = -754.348308
- multiplicity = 1


No. 4
ORCA calculation (wB97M-V/def2-TZVPD) on C8H16O5 in the gas phase in a non-equilibrium geometry.

```
29
Properties=species:S:1:pos:R:3:forces:R:3
C -0.533006 -2.822957 -0.319715 0.7 -1.8 -1.1
C -2.326285 -1.086006 -0.212113 1.0 -2.7 1.4
C 1.578507 -1.005235 0.403833 1.2 2.2 -0.2
C 0.784556 2.540818 -1.759597 3.5 -1.4 1.7
C 0.817542 1.737914 1.425991 0.9 0.1 -0.4
C 0.251778 1.048894 0.159712 -0.7 -1.3 0.9
C -0.835261 -1.394659 -0.698584 -0.4 1.5 3.0
C 0.135931 -0.568441 0.411689 -0.4 1.2 -1.1
O -0.000567 -3.615488 -1.080983 -0.3 1.0 -0.2
O -0.108236 1.675042 2.553903 1.9 -0.3 -0.9
O -0.575058 -1.127469 -2.021273 -1.8 4.0 1.9
O -0.574649 -0.844264 1.604715 0.6 0.1 0.3
O 1.023287 1.320168 -0.978761 0.2 0.1 -0.2
H -0.745381 -3.253356 0.657185 -0.4 0.8 0.6
H -3.041380 -1.477381 -0.910600 -0.2 -0.6 -0.5
H -2.416674 -1.675263 0.828380 -0.3 1.7 -2.5
H -2.616838 -0.067854 -0.115634 0.4 1.0 0.4
H 2.304506 -0.258390 0.949040 -1.6 -1.9 -0.5
H 1.766160 -2.023803 0.577888 0.2 -1.3 0.9
H 1.896086 -0.871446 -0.615552 0.2 0.1 -0.7
H -0.235701 2.589746 -1.862172 -2.4 0.8 -0.7
H 1.351145 2.348028 -2.699054 -0.7 0.4 0.6
H 1.266684 3.378821 -1.187129 -0.8 -0.4 -0.8
H 1.921633 1.550171 1.582888 -1.5 -0.6 0.7
H 0.868119 2.756258 1.135034 0.0 1.4 -0.3
H -0.757611 1.478832 0.118875 -0.3 -0.2 -0.6
H -0.855297 2.028545 2.081561 -1.1 0.1 0.5
H -0.237857 -1.860523 -2.406330 1.9 -4.0 -2.0
H -0.106134 -0.500701 2.376805 0.0 0.2 -0.2
```
Positions in Å, forces in eV/Å.

- HOMO level (eV) = -9.23
- total charge = 0
- frontier orbital gap (Eh) = 0.3632
- ΔE to the lowest compared entry with this formula, charge and spin (kJ/mol) = 192.6
- LUMO level (eV) = 0.652
- energy (a.u.) = -690.508195
- multiplicity = 1


No. 5
ORCA calculation (wB97M-V/def2-TZVPD) on 2 unconnected molecules or ions with the total composition C8H16O5S in a non-equilibrium geometry.

```
30
Properties=species:S:1:pos:R:3:forces:R:3
C 0.698053 0.715703 0.862274 1.0 -2.2 -1.2
C 0.516718 0.828291 3.407166 -4.1 -0.4 -3.3
C -1.713652 3.171539 -0.866138 -0.8 -0.3 -0.4
C -1.222094 -0.768800 -2.474136 2.5 2.9 -0.7
C 0.855769 -4.037327 -0.381992 0.4 -2.2 1.2
C 1.469544 0.800205 2.205903 -0.8 1.8 -0.2
C -0.305711 1.684998 0.651128 -1.2 0.4 -1.1
C -1.040377 1.851395 -0.706387 2.2 -0.6 -1.2
O 0.899657 -0.228540 0.006327 -0.4 2.7 2.5
O 2.029437 -2.254693 -2.389678 0.1 -0.4 0.9
O -2.181712 0.222937 -2.066974 0.3 -0.2 -2.5
O 2.180380 -3.524035 -0.140440 -0.4 -0.7 0.1
O -1.940024 0.728701 -0.823302 0.0 0.2 3.1
S 2.654704 -2.289553 -1.042590 0.6 0.9 -1.0
H 0.991929 0.749489 4.279145 2.2 -0.5 3.5
H -0.268407 -0.060922 3.353935 1.5 1.9 0.1
H -0.048763 1.808133 3.483150 0.4 -1.2 -0.3
H -1.096134 4.044152 -0.771002 0.9 0.2 -0.4
H -2.266391 3.150360 -1.813462 0.1 0.3 0.3
H -2.369565 3.283330 -0.052863 -1.5 0.1 1.0
H -0.880474 -0.631684 -3.515343 -0.7 0.6 0.1
H -1.546334 -1.722762 -2.469537 -1.8 -3.1 0.7
H -0.260030 -0.730708 -1.957658 -0.4 0.3 0.6
H 0.136699 -3.322643 -0.023075 -0.4 0.1 0.5
H 0.789733 -5.112449 0.184407 0.1 2.8 -1.6
H 0.723391 -4.092077 -1.450945 -0.2 -0.6 -0.3
H 2.086129 -0.053660 2.252658 1.0 -0.9 0.1
H 2.082954 1.766038 2.301953 -0.6 -1.4 -0.6
H -0.643133 2.236182 1.547931 0.1 -0.1 -0.9
H -0.332297 1.788400 -1.590455 -0.2 -0.4 1.2
```
Positions in Å, forces in eV/Å.

- HOMO level (alpha / beta) (eV) = -9.56 / -7.74
- total charge = 0
- frontier orbital gap (alpha / beta) (Eh) = 0.3526 / 0.2189
- ΔE to the lowest compared entry with this formula, charge and spin (kJ/mol) = 725.3
- LUMO level (alpha / beta) (eV) = 0.038 / -1.782
- energy (a.u.) = -1088.532567
- multiplicity = 1


No. 6
ORCA calculation (wB97M-V/def2-TZVPD) on a molecular structure, C8H16S4SbSe4Ti in a non-equilibrium geometry.

```
34
Properties=species:S:1:pos:R:3:forces:R:3
Ti -0.931384 0.160122 -0.201987 1.2 -1.4 0.5
C 3.081477 0.249945 -2.053091 0.0 0.1 0.1
C 3.081486 1.632035 -1.361999 0.0 -0.1 -0.1
S 1.707064 2.010826 -0.224212 0.0 0.0 0.0
C 2.319300 1.301202 1.318651 0.0 0.0 0.0
C 2.456683 -0.215356 1.357630 0.0 0.1 0.1
S 0.850893 -1.056545 1.312264 -0.3 0.0 0.0
C 1.356527 -2.579579 0.472929 -0.1 -0.1 0.0
C 0.157218 -3.305236 -0.135248 0.0 0.0 0.0
S -0.853226 -2.370569 -1.312245 0.1 0.1 -0.2
C 0.091088 -2.523051 -2.865766 0.0 0.0 0.0
C 1.490755 -1.909027 -2.934106 -0.1 0.0 0.0
S 1.365909 -0.222225 -2.318821 -0.1 0.1 -0.2
H 3.592322 -0.503648 -1.451072 0.0 0.0 0.0
H 3.606044 0.322803 -3.007415 0.0 0.0 0.0
H 2.997577 2.402152 -2.129243 0.0 0.0 0.0
H 4.029348 1.795420 -0.844836 0.0 0.0 0.0
H 1.601588 1.640452 2.068156 0.0 0.0 0.0
H 3.285825 1.753452 1.554013 0.0 0.0 0.0
H 2.965064 -0.503081 2.280289 0.0 0.0 0.0
H 3.055056 -0.571740 0.522609 0.0 0.0 0.0
H 1.846408 -3.238050 1.194183 0.0 0.0 0.0
H 2.080269 -2.311273 -0.292410 0.0 0.0 -0.1
H -0.545651 -3.586316 0.651288 0.0 0.0 0.0
H 0.489602 -4.224133 -0.623686 0.0 0.0 0.0
H -0.559772 -2.016015 -3.580870 0.0 0.0 0.0
H 0.132950 -3.577807 -3.145090 0.0 0.0 0.0
H 1.840148 -1.921467 -3.968923 0.0 0.0 0.0
H 2.200275 -2.483220 -2.337289 0.0 0.0 0.0
Se -5.351981 2.349836 0.695520 -0.1 0.0 -0.1
Sb -3.356068 1.086499 0.425370 0.1 0.3 -0.4
Se -1.286109 1.727663 1.759872 -0.3 0.5 0.3
Se -2.083530 1.293785 -2.027564 -1.0 0.3 0.0
Se -3.197700 -1.334291 0.857889 0.1 0.1 -0.2
```
Positions in Å, forces in eV/Å.

- HOMO level (alpha / beta) (eV) = -3.01 / -3.92
- total charge = -1
- frontier orbital gap (alpha / beta) (Eh) = 0.1802 / 0.2134
- LUMO level (alpha / beta) (eV) = 1.894 / 1.890
- energy (a.u.) = -12602.773028
- multiplicity = 3


Q: What is the multiplicity in the fourth record?
A: 1


Repeat the third record exactly.
ORCA calculation (wB97M-V/def2-TZVPD) on C8H16O2Si in the gas phase in a non-equilibrium geometry.

```
27
Properties=species:S:1:pos:R:3:forces:R:3
O 2.693223 -0.023242 -2.072833 -1.4 0.1 -0.6
O -1.125658 0.063007 -0.622359 -0.3 -2.2 -0.9
C -1.365046 -2.433219 -0.731080 0.9 1.1 -0.8
C -0.701258 -1.253815 -1.006536 -2.4 -0.4 1.0
C 1.294946 -0.105269 -1.908112 1.1 0.3 -0.3
C 0.598945 -1.193115 -1.528016 3.8 -1.2 -1.2
C 3.235436 1.295321 -2.391524 0.2 0.3 2.2
C -2.535932 -0.601652 1.934139 1.5 0.7 -0.5
C -1.296121 2.008093 1.506485 -0.2 1.1 -0.4
C 0.723662 0.023155 1.630103 -0.8 -3.1 -0.9
Si -1.005699 0.261288 0.996010 -1.3 1.7 2.7
H -2.320723 -2.514471 -0.237195 -0.1 0.4 0.0
H -0.975601 -3.414535 -1.087625 0.0 1.1 0.3
H 0.781293 0.792199 -2.196989 -0.2 0.6 0.4
H 1.160581 -2.150557 -1.517123 -0.3 0.7 0.1
H 4.174438 1.269859 -2.944400 -0.5 -0.8 -0.6
H 2.509767 1.998202 -2.828015 0.2 -0.5 0.0
H 3.626172 1.723608 -1.417171 -0.9 -0.2 -0.8
H -2.645844 -0.340163 2.999174 0.6 -0.4 -0.3
H -3.431242 -0.159351 1.505906 -0.1 -0.2 -0.5
H -2.471162 -1.666712 1.756073 -0.5 -0.3 0.3
H -0.455157 2.739570 1.396750 -0.7 -0.7 0.0
H -1.480310 1.825831 2.567000 0.2 0.3 0.3
H -2.228130 2.441031 1.131635 0.1 0.2 -0.1
H 1.541467 0.547348 1.207664 0.4 0.9 -0.6
H 0.786920 -1.012722 1.183064 0.8 0.4 0.6
H 0.911030 -0.119689 2.674974 -0.3 0.1 0.7
```
Positions in Å, forces in eV/Å.

- HOMO level (eV) = -8.22
- total charge = 0
- frontier orbital gap (Eh) = 0.3295
- ΔE to the lowest compared entry with this formula, charge and spin (kJ/mol) = 195.3
- LUMO level (eV) = 0.740
- energy (a.u.) = -754.348308
- multiplicity = 1